1.
This record from the Open Molecules 2025 dataset describes a molecular structure, C2HFNaOP at a distorted geometry. The level of theory is ωB97M-V with the def2-TZVPD basis set.

**Gap between HOMO and LUMO**: 4.55 eV
**Lowest unoccupied orbital energy**: -1.28 eV

Positions of all 7 atoms, in Å:
P (-0.11257, 0.47681, 2.24909)
Na (-2.07089, 0.91218, -0.91917)
F (0.19705, -0.01027, -1.62446)
O (-1.11627, -0.19786, 0.76970)
C (0.90088, -0.39528, -0.48038)
C (0.24609, -0.21810, 0.66881)
H (1.95571, -0.56748, -0.66359)

2.
This record from the Open Molecules 2025 dataset describes C6H8O2 in the gas phase at a distorted geometry. The level of theory is ωB97M-V with the def2-TZVPD basis set.

**Gap between HOMO and LUMO**: 10.45 eV
**Lowest unoccupied orbital energy**: 1.00 eV
**Structure (SMILES)**: C1C[C@H]2O[C@@H]1[C@H]1O[C@H]12

Positions of all 16 atoms, in Å:
O (0.44113, 0.38910, 1.36441)
O (-1.20746, -0.21455, -1.14131)
C (0.15983, -0.94513, 0.72823)
C (1.10683, -1.03267, -0.45242)
C (0.32153, 1.10413, 0.20644)
C (-1.26190, -0.60361, 0.36678)
C (1.32310, 0.51393, -0.79939)
C (-1.06637, 0.75402, -0.13296)
H (1.25343, 0.82358, -1.84826)
H (0.21825, 2.15577, 0.58046)
H (0.26555, -1.59116, 1.53775)
H (-2.28566, -0.85162, 0.60823)
H (-1.70055, 1.56412, -0.07766)
H (1.98408, -1.57504, -0.17587)
H (2.38352, 0.78282, -0.68962)
H (0.51398, -1.44896, -1.21990)

3.
This record from the Open Molecules 2025 dataset describes a molecular structure, C6H8O2 at a distorted geometry. The level of theory is ωB97M-V with the def2-TZVPD basis set.

**Gap between HOMO and LUMO**: 9.99 eV
**Lowest unoccupied orbital energy**: 0.65 eV

Positions of all 16 atoms, in Å:
O (2.09596, -0.22587, -1.15266)
O (-0.94355, 1.28409, 0.23161)
C (1.34627, 0.94374, -0.85343)
C (0.07215, -0.19560, 1.30870)
C (-1.40089, 0.23080, 1.05778)
C (-1.71921, -0.97884, 0.12223)
C (-0.73525, -0.93404, -0.68353)
C (0.06285, 0.28799, -0.17118)
H (1.76525, 1.70082, -0.19046)
H (0.52707, 0.62143, 1.80610)
H (3.03607, -0.19789, -1.74813)
H (-0.67890, -1.38915, -1.66008)
H (-1.97918, 0.37085, 1.90131)
H (0.03626, -1.23505, 1.59605)
H (-2.40955, -1.70147, 0.23968)
H (0.92465, 1.41819, -1.80399)

4.
This record from the Open Molecules 2025 dataset describes a molecular structure, C12H6ClF6N2O12P2S2. The level of theory is ωB97M-V with the def2-TZVPD basis set.

**Gap between HOMO and LUMO**: 7.31 eV
**Total charge**: -1
**Lowest unoccupied orbital energy**: 0.71 eV

Positions of all 43 atoms, in Å:
Cl (-4.58892, -3.14540, -2.91048)
S (1.33730, 2.02490, 2.23055)
S (1.27100, 3.12151, -0.21844)
P (-4.62107, -1.09167, -2.57006)
P (3.10376, -1.04195, -1.67150)
F (-0.94487, 2.30727, 3.53491)
F (0.53019, 4.68087, -2.16034)
F (-1.06889, 4.21495, -0.77857)
F (0.59194, 3.71276, 4.11992)
F (0.73143, 1.64140, 4.73079)
F (0.46384, 5.63483, -0.21869)
O (-2.56126, -1.80126, 2.09094)
O (2.70668, 2.24587, 2.60389)
O (3.78167, -2.47711, -1.88757)
O (0.96593, 0.66291, 1.93230)
O (4.03661, -0.37735, -0.57579)
O (2.48026, -2.58803, 0.86217)
O (-5.97651, -1.00917, -1.66297)
O (0.88977, 1.95817, -0.96572)
O (2.95025, -0.24258, -2.88755)
O (2.80017, -4.72500, 0.59788)
O (2.61998, 3.58800, -0.35531)
O (-2.13209, 0.75547, -2.09616)
N (0.71512, 3.11090, 1.26737)
N (2.24134, -4.00707, 1.29107)
C (-3.33060, -1.09537, -1.24527)
C (0.36656, 2.45518, 3.73567)
C (1.50386, -1.30661, -0.86908)
C (-0.98733, -1.58554, 0.31234)
C (0.39866, -0.69542, -1.45255)
C (0.10616, -2.16968, 0.92593)
C (-0.85209, -0.85450, -0.87086)
C (-2.35111, -1.73668, 0.90263)
C (0.23249, 4.49415, -0.87379)
C (1.34423, -2.03852, 0.31305)
C (-2.08809, -0.28253, -1.47883)
C (-3.45111, -1.78388, -0.10993)
H (-0.02558, -2.71159, 1.85156)
H (-4.31202, -2.39992, 0.12510)
H (-6.21556, -1.84168, -1.23948)
H (3.15786, -3.09285, -2.28775)
H (3.65462, -0.39716, 0.31181)
H (0.52542, -0.11062, -2.35318)

5.
This record from the Open Molecules 2025 dataset describes 11 unconnected molecules or ions with the total composition C31H90N12O11 at a distorted geometry. The level of theory is ωB97M-V with the def2-TZVPD basis set.

**Gap between HOMO and LUMO**: 9.24 eV
**Lowest unoccupied orbital energy**: 0.19 eV
**Structure (SMILES)**: COC[C@H](C)N.COC[C@H](C)N.COC[C@H](C)N.COC[C@H](C)N.COC[C@H](C)N.COC[C@H](C)N.NC(N)=O.NC(N)=O.NC(N)=O.CCO.CCO

Positions of all 144 atoms, in Å:
O (-1.13446, -2.01117, 3.43648)
O (1.04703, -0.43385, 1.31056)
O (4.48630, -4.71589, 1.61532)
O (2.63738, 4.91566, -1.23695)
O (-1.30391, 2.40384, 4.01547)
O (-2.26335, 0.09278, -4.85236)
O (-6.98892, 1.76031, 0.16808)
O (1.48296, -2.86328, -2.83098)
O (6.24383, 0.31627, 1.29293)
O (-4.21618, 0.25746, 2.70260)
O (3.40852, 0.94148, 4.49914)
N (1.41606, 1.63547, 3.62336)
N (2.09706, 2.38217, 5.73229)
N (-4.88273, -0.42054, 0.60511)
N (4.74606, 3.61900, 0.62625)
N (-1.36870, 4.47916, 2.99609)
N (-5.14959, 4.78874, 1.13206)
N (-0.33833, -2.45391, -5.00205)
N (-1.00380, -0.59768, -7.44215)
N (-3.22263, 3.04316, 2.95638)
N (-3.16847, -1.51288, 1.66028)
N (-0.00770, -3.40381, 1.18921)
N (3.74103, -1.14994, 2.20065)
C (-2.91992, 0.26625, -6.10352)
C (4.05021, -3.44630, 1.31274)
C (6.28509, 1.67254, 0.86346)
C (2.25677, -2.69166, -1.65000)
C (0.55819, 0.68787, 0.54607)
C (0.11790, -3.03144, -2.59492)
C (-0.92654, 0.79199, 0.68889)
C (4.64856, 1.70269, -1.05769)
C (-5.67500, 3.70960, 0.24292)
C (-0.60754, -1.11396, 4.41086)
C (-1.95220, 3.27427, 3.40610)
C (1.31439, 6.24480, -2.79845)
C (-1.89414, 0.57181, -7.15997)
C (4.94076, 2.17468, 0.34901)
C (-4.08366, -0.49462, 1.74418)
C (-2.61254, 1.04901, -8.41917)
C (-4.48573, 3.02992, -0.40024)
C (4.23756, -5.61410, 0.57362)
C (1.52601, 4.86917, -2.16550)
C (4.14914, -2.55385, 2.53653)
C (-0.80578, -4.02963, 2.23705)
C (-3.04879, -0.40815, -3.79541)
C (-6.51371, 2.73048, 1.04904)
C (-0.65534, -3.42194, -3.87434)
C (-0.65668, -3.34006, 3.57506)
C (-0.28189, -4.84503, -4.23390)
C (-0.45914, -5.50590, 2.32722)
C (-7.92514, 0.87599, 0.77516)
C (2.38996, 1.63248, 4.58936)
C (3.37509, -3.04893, 3.74287)
C (7.48930, -0.07910, 1.73780)
H (4.41515, 0.63202, -1.00980)
H (-1.67654, -3.31599, -3.48983)
H (-3.31908, 1.84514, -8.14785)
H (4.64658, -2.87937, 0.58204)
H (0.99512, 0.41803, -0.42893)
H (7.86346, 0.52451, 2.57860)
H (4.52809, -6.63681, 0.84481)
H (3.98583, 3.98804, 0.05256)
H (7.44039, -1.10986, 2.08341)
H (-0.47381, -5.54442, -3.41238)
H (2.36635, 5.37552, -0.43571)
H (-3.88789, 0.27736, -3.60422)
H (4.28120, 1.63653, 1.04711)
H (-0.54446, 4.77251, 3.48405)
H (-0.68179, -5.95338, 1.35479)
H (-1.00016, -1.68944, -4.85169)
H (0.54233, -2.06435, -4.65251)
H (3.61971, -2.45252, 4.62311)
H (6.98958, 1.84467, 0.03063)
H (3.75574, 2.13989, -1.50897)
H (2.66660, 2.27101, 6.54454)
H (-3.54809, 2.08960, 3.05265)
H (-7.33268, 3.31682, 1.48967)
H (0.79377, -4.88086, -4.39551)
H (3.23391, -2.38390, -2.02111)
H (-4.77990, 2.13862, -0.95258)
H (1.22028, 2.86678, 5.76118)
H (-0.78809, -1.42187, 5.44576)
H (-1.05390, -0.13448, 4.23333)
H (-3.19121, 0.25679, -8.89145)
H (-1.20946, 1.37537, -6.85442)
H (4.58519, -0.67105, 1.87370)
H (1.09154, 1.61080, 0.81624)
H (-3.95170, 3.65033, -1.12562)
H (-6.29284, 4.20759, -0.51559)
H (-8.85952, 1.42208, 0.95465)
H (-3.80873, 3.73016, 2.49973)
H (-1.18221, -3.84598, 4.40191)
H (-1.93026, 5.14480, 2.50290)
H (-3.44988, -1.42674, -3.93257)
H (0.49654, 2.04206, 3.71248)
H (-1.13694, -6.01684, 3.01235)
H (3.67319, -4.07643, 3.95249)
H (0.47092, -0.98712, 4.25013)
H (2.39260, -3.68534, -1.21259)
H (-0.91549, -5.20037, -5.04512)
H (5.20951, -2.42978, 2.80532)
H (1.75324, 4.12991, -2.92862)
H (-3.48270, -0.63342, -6.38687)
H (-3.26003, -2.19683, 0.93768)
H (0.78608, 6.86527, -2.06563)
H (6.65791, 2.19045, 1.75492)
H (-4.78228, -1.17654, -0.03661)
H (-5.63493, 0.25478, 0.57513)
H (4.94202, -5.48915, -0.27567)
H (-7.51558, 0.40188, 1.67145)
H (-0.10693, -0.17591, -7.68353)
H (1.63875, 1.09226, 2.81037)
H (-4.74428, 5.52254, 0.55918)
H (-1.94170, 1.55831, -9.11126)
H (-3.59869, 1.11617, -5.94882)
H (2.02973, -0.44610, 1.39249)
H (-0.74954, -1.04359, -6.54870)
H (3.57690, -0.76633, 3.13785)
H (0.38481, -3.32438, 3.93201)
H (0.59476, -5.67926, 2.54491)
H (0.71045, 6.19103, -3.70046)
H (-2.43295, -0.47820, -2.89493)
H (3.21816, -5.62719, 0.17461)
H (5.56620, 4.07354, 0.21320)
H (0.95910, -3.62266, 1.42294)
H (-0.33844, -2.11993, -2.14671)
H (2.24524, 6.75930, -3.04048)
H (-5.87966, 2.29029, 1.83073)
H (-8.20220, 0.09603, 0.06465)
H (-0.09515, -2.38736, 1.24649)
H (-1.19363, 0.64331, 1.74041)
H (-1.89339, -3.99081, 2.09399)
H (-2.41879, -1.61776, 2.37264)
H (-1.31566, 1.74117, 0.32425)
H (2.30779, -2.97181, 3.52853)
H (-5.94284, 5.23471, 1.59641)
H (-1.49897, -0.01026, 0.21372)
H (-0.10289, -3.75455, -1.78838)
H (-3.79304, 2.71965, 0.38357)
H (1.81512, -1.96667, -0.96377)
H (8.27261, -0.01598, 0.97071)
H (3.00321, -3.43459, 0.98389)
H (0.65064, 4.66865, -1.55245)
H (5.46995, 1.87850, -1.75807)

| no. | E_HOMO (eV) |
| --- | --- |
| 1 | -5.83 |
| 2 | -9.45 |
| 3 | -9.34 |
| 4 | -6.60 |
| 5 | -9.05 |